Computed, not measured: the molecule C5H7N, with ωB97M-V/def2-TZVPD.

Last column: Mulliken charge in e.
Geometry (Å):
H1 0.3494 -1.5569 1.2039  0.279
C1 -0.4333 0.7811 -0.9025  -0.573
H2 -1.2987 -2.4065 -0.7532  0.377
H3 1.5359 0.1045 1.8064  0.231
C2 -0.8960 -1.4115 -0.6347  -0.644
H4 0.7214 1.6620 1.8481  0.288
C3 -0.0774 -1.0050 0.3795  -0.104
C4 -1.1157 -0.2774 -1.4567  -0.326
H5 2.0448 1.3575 0.6872  0.323
N1 0.2189 0.3255 0.2381  0.194
H6 -0.4788 1.8113 -1.2353  0.344
H7 -1.7154 -0.2542 -2.3595  0.372
C5 1.1685 0.9222 1.1762  -0.761

Cartesian forces (eV/Å) of the 2 atoms listed first:
-0.1 0.0 -0.1
0.0 0.0 0.2

Summary:
**Electronic energy**: -6788.022 eV
**Highest occupied orbital energy**: -8.22 eV
**F_max**: 0.54 eV/A
**Kohn-Sham gap**: 9.3 eV
**Energy relative to the best compared isomer or geometry (same formula, charge and spin)**: 47.4 kJ/mol


Computed, not measured: the molecule C5H7N, with ωB97M-V/def2-TZVPD.

Last column: Mulliken charge in e.
Geometry (Å):
H1 0.1008 2.1398 -0.5337  0.330
H2 1.7525 -1.5171 0.0468  0.406
C1 -1.4509 -0.1110 -0.0520  -0.432
C2 0.5107 1.3401 0.0995  -0.322
H3 -1.3966 0.0890 -1.1256  0.215
H4 -2.4604 -0.2478 0.3294  0.252
H5 -0.4256 -1.5068 1.3796  0.345
N1 -0.5420 0.6098 0.8326  -0.414
H6 0.6933 -1.3894 -1.3223  0.292
C3 1.4238 0.4583 -0.6744  -0.461
C4 -0.2958 -0.8084 0.5552  -0.014
C5 0.9247 -0.9167 -0.3558  -0.525
H7 1.1655 1.8603 0.8207  0.327

Cartesian forces (eV/Å) of the 2 atoms listed first:
0.1 -0.1 0.1
-0.1 0.1 0.0

Summary:
**Electronic energy**: -6783.934 eV
**Highest occupied orbital energy**: -8.58 eV
**F_max**: 0.44 eV/A
**Kohn-Sham gap**: 8.6 eV
**Energy relative to the best compared isomer or geometry (same formula, charge and spin)**: 441.8 kJ/mol


Computed, not measured: the molecule C5H7N at a distorted geometry, with ωB97M-V/def2-TZVPD.

Last column: Mulliken charge in e.
Geometry (Å):
H1 -0.0127 1.6243 -1.5136  0.421
H2 -2.1373 1.1136 -0.3488  0.234
H3 0.6279 -2.1338 -0.2118  0.297
C1 -0.1748 0.7521 -0.8692  -0.342
H4 -1.8173 -1.3500 -0.0320  0.408
C2 0.4235 -1.0963 0.0418  -0.081
C3 -1.0034 -0.6154 -0.0699  -0.486
C4 -1.2181 0.8182 0.1842  -0.498
N1 1.0295 -0.0758 -0.7749  -0.388
H5 1.3816 0.5690 1.2910  0.217
H6 -1.1639 1.3144 1.1529  0.233
H7 2.5279 -0.6884 0.5753  0.224
C5 1.5370 -0.2319 0.5750  -0.240

Cartesian forces (eV/Å) of the 2 atoms listed first:
-0.8 -0.7 -0.7
0.3 0.2 0.5

Summary:
**Electronic energy**: -6783.236 eV
**Highest occupied orbital energy**: -8.10 eV
**F_max**: 1.22 eV/A
**Kohn-Sham gap**: 9.0 eV
**Energy relative to the best compared isomer or geometry (same formula, charge and spin)**: 509.1 kJ/mol


Computed, not measured: the molecule C5H7N, with ωB97M-V/def2-TZVPD.

Last column: Mulliken charge in e.
Geometry (Å):
H1 -0.6191 1.7038 1.2870  0.237
N1 -0.6588 -0.3745 0.5359  -0.107
H2 2.5131 0.7359 0.0304  0.310
C1 1.7179 0.0627 -0.3013  -0.383
H3 2.7183 -0.7517 -1.8705  0.187
C2 -1.6755 -0.4166 -0.4980  -0.792
H4 -2.5758 -0.9028 -0.1167  0.273
H5 -0.2494 0.3873 2.5302  0.222
C3 0.5772 0.0771 0.4627  0.476
C4 1.7202 -0.8333 -1.3863  -0.696
C5 -0.2856 0.6817 1.4840  -0.343
H6 -1.9242 0.6043 -0.8190  0.287
H7 -1.2583 -0.9739 -1.3384  0.328

Cartesian forces (eV/Å) of the 2 atoms listed first:
0.0 -0.1 0.0
0.4 0.1 -0.1

Summary:
**Electronic energy**: -6783.105 eV
**Highest occupied orbital energy**: -7.80 eV
**F_max**: 0.50 eV/A
**Kohn-Sham gap**: 7.8 eV
**Energy relative to the best compared isomer or geometry (same formula, charge and spin)**: 521.7 kJ/mol


Computed, not measured: the molecule C5H7N at a distorted geometry, with ωB97M-V/def2-TZVPD.

Last column: Mulliken charge in e.
Geometry (Å):
H1 1.9347 -2.3474 1.2564  0.316
H2 2.5085 0.7327 0.6794  0.334
H3 -2.3102 1.1305 -0.4860  0.334
C1 -1.6882 0.3139 -0.8745  -1.248
N1 0.4049 1.4807 -0.2014  -0.671
C2 -0.2719 0.3804 -0.2295  0.997
H4 -0.0801 2.2380 -0.6989  0.224
C3 1.6222 -1.3407 0.8953  -0.284
H5 -1.5956 0.4460 -1.9594  0.320
H6 -2.2559 -0.6153 -0.7268  0.339
C4 0.1492 -0.9029 0.3520  -0.537
C5 2.3013 -0.2533 1.0600  -0.368
H7 -0.7189 -1.2626 0.9335  0.243

Cartesian forces (eV/Å) of the 2 atoms listed first:
-0.8 0.8 -0.5
-0.4 0.0 0.1

Summary:
**Electronic energy**: -6783.101 eV
**Highest occupied orbital energy (spin up / spin down)**: -8.02 / -8.25 eV
**F_max**: 2.73 eV/A
**Kohn-Sham gap (spin up / spin down)**: 7.4 / 8.4 eV
**Energy relative to the best compared isomer or geometry (same formula, charge and spin)**: 522.1 kJ/mol


Computed, not measured: the molecule C5H7N at a distorted geometry, with ωB97M-V/def2-TZVPD.

Last column: Mulliken charge in e.
Geometry (Å):
C1 0.6587 -0.2595 1.2090  -0.574
H1 -1.4024 -0.4284 0.4276  0.385
C2 -0.3718 -0.2878 0.1195  -0.042
N1 -1.7207 2.7280 -0.4690  -0.407
H2 1.3497 -1.5553 -0.4657  0.240
C3 -1.0419 1.8481 -0.7917  0.186
C4 -0.2427 0.6454 -1.0720  -0.456
H3 0.8030 0.9280 -1.2523  0.263
H4 0.1803 -2.3768 0.6748  0.254
H5 0.3288 -0.3857 2.2358  0.247
C5 0.5695 -1.4412 0.2820  -0.589
H6 1.5029 0.4157 1.0907  0.228
H7 -0.6135 0.1695 -1.9887  0.265

Cartesian forces (eV/Å) of the 2 atoms listed first:
0.1 0.1 0.1
0.1 -0.1 0.0

Summary:
**Electronic energy**: -6787.441 eV
**Highest occupied orbital energy**: -11.00 eV
**F_max**: 1.19 eV/A
**Kohn-Sham gap**: 11.9 eV
**Energy relative to the best compared isomer or geometry (same formula, charge and spin)**: 103.4 kJ/mol